No. 1
Density functional theory data (ωB97M-V/def2-TZVPD) for a gas-phase ion, CH9N2OSi (charge +1).

XYZ file:
```
14
CH9N2OSi (ωB97M-V/def2-TZVPD)
Si 2.24 0.30 -0.01
O 0.51 0.11 0.59
N -1.21 -1.00 -0.36
N -1.56 1.19 0.46
C -0.47 0.39 -0.16
H -0.53 -1.77 -0.75
H -1.65 -1.20 0.53
H 1.86 0.19 -1.32
H -0.17 0.68 -1.17
H -1.93 -0.89 -1.09
H -1.32 1.48 1.44
H 2.73 1.53 0.45
H -1.82 2.09 0.10
H 2.84 -0.89 0.59
```

## Properties
Charge: +1
SMILES string: N[C@H]([NH3+])O[SiH3]
HOMO energy in eV: -14.58
Kohn-Sham gap in Ha: 0.411
Lowest unoccupied orbital energy in eV: -3.40

=====

No. 2
Density functional theory data (ωB97M-V/def2-TZVPD) for 2 unconnected molecules or ions with the total composition C5H16N5S.

XYZ file:
```
27
C5H16N5S (ωB97M-V/def2-TZVPD)
S -1.61 0.24 1.72
N 2.57 -0.41 0.42
N 0.75 0.94 -0.12
N 0.95 -2.29 1.21
N 0.03 -0.60 -1.51
N -0.16 0.23 -0.66
C 2.82 1.89 0.09
C -1.87 1.93 -0.51
C -2.49 -0.45 -0.87
C -1.60 0.48 -0.23
C 1.96 0.72 0.13
H 2.04 -1.32 0.62
H 2.27 2.86 0.51
H -2.61 2.22 0.12
H 0.53 -2.08 2.10
H 1.41 -3.18 1.29
H -2.28 -0.44 -1.96
H -2.60 1.23 1.85
H -1.09 2.43 0.00
H -3.59 -0.21 -0.82
H -2.32 -1.36 -0.40
H 3.58 -0.28 0.54
H 3.11 2.13 -0.92
H 1.07 -0.68 -1.69
H 0.24 -2.30 0.52
H 3.72 1.76 0.66
H -1.98 2.29 -1.49
```

## Properties
Charge: +1
HOMO energy in eV: -13.06
Kohn-Sham gap in Ha: 0.325
Lowest unoccupied orbital energy in eV: -4.22

=====

No. 3
Density functional theory data (ωB97M-V/def2-TZVPD) for a molecular structure, C19H38N7O2PtS2.

XYZ file:
```
69
C19H38N7O2PtS2 (ωB97M-V/def2-TZVPD)
Pt -0.49 -0.18 -1.66
S 1.35 0.75 -2.63
S 0.72 -1.69 -0.41
O 4.87 2.84 2.69
O 6.45 3.20 1.19
N 3.04 -1.39 0.83
N -2.97 0.88 1.03
N -4.20 -1.07 0.80
N -1.54 0.74 -3.26
N -1.70 -2.29 -3.16
N -2.50 -0.56 -0.73
N 1.17 -0.66 2.03
C 4.73 1.84 -0.76
C 3.69 -1.73 -0.43
C 3.89 -1.58 2.01
C 1.73 -1.16 0.91
C 4.29 2.36 0.46
C -1.98 -1.47 -4.34
C 5.21 2.82 1.54
C 2.93 2.40 0.72
C 2.45 1.36 -1.40
C -3.19 -0.26 0.33
C 3.82 1.34 -1.68
C -2.22 1.96 0.41
C -5.51 -0.50 1.10
C 2.02 1.91 -0.20
C -3.23 1.01 2.45
C 1.84 0.29 2.92
C -0.25 -0.84 2.29
C -2.54 -0.10 -3.97
C -4.25 -2.45 0.36
H -0.40 -0.70 3.36
H 1.20 1.17 3.02
H -5.44 0.57 1.24
H 6.53 3.25 0.23
H -3.00 -1.25 -1.27
H 4.17 0.90 -2.60
H -1.06 -1.34 -4.90
H -3.42 -0.21 -3.33
H 0.95 1.95 0.00
H -2.55 -2.70 -2.79
H -2.86 0.43 -4.87
H -0.56 -1.84 2.00
H -4.03 1.73 2.65
H -1.15 1.74 0.33
H 4.55 -0.73 2.17
H -0.85 -0.11 1.74
H -3.52 0.04 2.86
H -2.71 -1.94 -5.01
H 2.01 -0.13 3.91
H -2.33 1.35 2.96
H 3.29 -1.77 2.89
H 5.79 1.76 -0.99
H 3.67 -2.81 -0.59
H -0.83 1.01 -3.95
H 4.51 -2.47 1.82
H 4.73 -1.40 -0.37
H -6.21 -0.70 0.28
H -1.95 1.63 -2.97
H -2.35 2.86 1.01
H 3.20 -1.23 -1.26
H -1.06 -3.05 -3.33
H 2.60 2.83 1.65
H -4.80 -3.03 1.09
H -5.92 -0.94 2.01
H -4.75 -2.57 -0.61
H 2.79 0.61 2.50
H -3.24 -2.85 0.29
H -2.59 2.15 -0.60
```

## Properties
Charge: +1
HOMO energy in eV: -9.97
Kohn-Sham gap in Ha: 0.282
Lowest unoccupied orbital energy in eV: -2.30

=====

No. 4
Density functional theory data (ωB97M-V/def2-TZVPD) for a molecular structure, C28H20BrIrO4PS.

XYZ file:
```
56
C28H20BrIrO4PS (ωB97M-V/def2-TZVPD)
Ir -0.16 -0.33 0.00
Br 2.62 -1.00 -0.04
S -2.50 -1.26 -1.49
P -0.26 1.65 -1.30
O -3.56 -2.07 -1.99
O -2.43 0.03 -2.52
O -2.71 -0.61 -0.21
O -1.13 -1.83 -1.56
C -1.03 -0.85 4.10
C 1.28 -1.28 2.48
C -2.46 3.20 -2.16
C 0.74 4.28 -1.58
C -4.14 4.03 -0.66
C 3.63 -2.12 2.36
C -0.41 -0.14 -5.55
C 3.36 3.51 -1.08
C 1.76 5.22 -1.59
C 0.66 1.31 -3.96
C -1.39 0.21 -3.40
C -3.63 3.92 -1.95
C 3.59 -2.50 3.68
C -1.43 -0.39 -4.64
C 0.13 -1.43 4.65
C 3.07 4.84 -1.35
C -1.04 -0.50 2.77
C 1.29 -1.67 3.88
C 2.42 -2.28 4.44
C -2.33 2.71 0.19
C -3.50 3.43 0.40
C 0.10 -0.69 1.93
C 2.35 2.56 -1.06
C 2.49 -1.52 1.80
C 1.03 2.94 -1.32
C -0.35 1.07 -3.03
C -1.80 2.60 -1.09
C 0.63 0.70 -5.21
H 1.52 6.26 -1.79
H 2.39 -2.57 5.48
H 3.86 5.57 -1.36
H 4.45 -2.97 4.13
H 4.51 -2.28 1.76
H -2.07 3.10 -3.16
H -1.85 2.20 1.02
H 1.43 0.89 -5.92
H -4.14 4.37 -2.78
H 4.38 3.20 -0.87
H -2.26 -1.04 -4.87
H 0.14 -1.72 5.69
H -0.28 4.59 -1.76
H 1.49 1.96 -3.71
H -1.90 -0.69 4.72
H -5.06 4.58 -0.50
H -3.91 3.50 1.40
H 2.57 1.53 -0.81
H -0.43 -0.62 -6.52
H -1.94 -0.09 2.33
```

## Properties
2S+1: 5
Charge: -1
HOMO energy (alpha / beta) in eV: -1.13 / -4.15
Kohn-Sham gap (alpha / beta) in Ha: 0.132 / 0.221
Lowest unoccupied orbital energy (alpha / beta) in eV: 2.46 / 1.86